# C26H44F3N6O6S2

A cluster of 6 separate species, C26H44F3N6O6S2 in total in a non-equilibrium geometry (the ωB97M-V functional and the def2-TZVPD basis, the Open Molecules 2025 dataset).

Each line ends with the Löwdin charge.
Cartesian coordinates (Å):
O  -0.128  6.143  -6.055  -0.046
C  -0.936  5.096  -5.873  -0.136
O  -0.519  3.896  -5.128  -0.153
C  -0.031  2.859  -6.097  -0.173
C  -0.252  1.407  -5.324  -0.171
C  -0.299  0.114  -6.331  -0.230
C  1.105  -0.721  -6.461  -0.254
S  1.898  -1.205  -4.834  0.690
O  2.265  -2.734  -4.971  -0.449
O  3.230  -0.386  -4.722  -0.448
N  0.869  -1.041  -3.431  -0.359
S  1.614  -1.686  -1.985  0.760
O  3.142  -2.010  -2.151  -0.384
O  0.874  -3.050  -1.695  -0.392
C  1.502  -0.542  -0.483  -0.278
F  2.743  -0.712  0.360  -0.021
F  1.417  0.898  -0.824  -0.004
F  0.363  -0.862  0.425  -0.027
H  -2.011  5.086  -6.368  0.166
H  -0.572  2.932  -7.131  0.127
H  1.144  3.036  -6.164  0.153
H  -1.334  1.483  -4.830  0.133
H  0.603  1.357  -4.503  0.114
H  -1.191  -0.645  -6.101  0.128
H  -0.540  0.545  -7.415  0.110
H  0.851  -1.726  -7.053  0.120
H  1.867  -0.138  -7.137  0.119
C  -3.757  -4.356  -0.523  -0.118
C  -2.408  -3.666  -0.360  -0.258
C  -2.528  -2.195  0.038  -0.186
C  -3.160  -1.382  -1.011  -0.223
N  -3.663  -0.740  -1.836  0.129
H  -4.340  -3.909  -1.335  0.070
H  -3.611  -5.414  -0.762  0.072
H  -4.344  -4.293  0.398  0.045
H  -1.840  -3.760  -1.292  0.109
H  -1.839  -4.193  0.415  0.090
H  -1.525  -1.801  0.238  0.087
H  -3.096  -2.105  0.972  0.120
C  2.941  10.652  -5.600  -0.119
C  1.533  10.134  -5.870  -0.273
C  1.441  8.608  -5.866  -0.212
C  2.204  7.999  -6.965  -0.236
N  2.811  7.518  -7.828  0.137
H  3.638  10.343  -6.385  0.072
H  2.938  11.746  -5.569  0.068
H  3.316  10.285  -4.640  0.076
H  1.180  10.531  -6.829  0.111
H  0.863  10.527  -5.096  0.107
H  0.389  8.318  -5.961  0.091
H  1.793  8.215  -4.905  0.126
C  4.477  1.798  1.642  -0.111
C  3.472  1.960  2.776  -0.269
C  2.963  3.392  2.931  -0.199
C  4.026  4.324  3.332  -0.233
N  4.866  5.060  3.644  0.128
H  5.383  2.384  1.824  0.071
H  4.772  0.749  1.548  0.072
H  4.045  2.117  0.688  0.079
H  3.928  1.617  3.713  0.111
H  2.617  1.303  2.580  0.104
H  2.173  3.406  3.690  0.115
H  2.506  3.730  1.993  0.123
C  -1.497  -4.932  5.412  -0.125
C  -1.359  -6.127  4.476  -0.269
C  -1.786  -5.822  3.041  -0.196
C  -3.221  -5.519  2.938  -0.225
N  -4.352  -5.275  2.856  0.147
H  -2.541  -4.617  5.508  0.071
H  -1.135  -5.194  6.411  0.035
H  -0.911  -4.082  5.050  0.076
H  -1.943  -6.966  4.875  0.106
H  -0.310  -6.445  4.470  0.112
H  -1.560  -6.691  2.413  0.122
H  -1.199  -4.984  2.646  0.115
C  -1.649  -3.891  10.225  -0.111
C  -3.056  -4.409  9.956  -0.270
C  -3.148  -5.935  9.960  -0.194
C  -2.385  -6.544  8.861  -0.208
N  -1.779  -7.025  7.997  0.160
H  -0.951  -4.201  9.441  0.072
H  -1.651  -2.798  10.257  0.074
H  -1.274  -4.258  11.186  0.076
H  -3.409  -4.012  8.997  0.113
H  -3.726  -4.016  10.729  0.109
H  -4.201  -6.225  9.865  0.119
H  -2.796  -6.328  10.921  0.121

Results
HOMO-LUMO gap, eV: 7.75
Charge: -1
LUMO, eV: 1.681